Entry from the Open Molecules 2025 dataset: C41H60Cl3GeN5P3Ti as an isolated structure in a non-equilibrium geometry (wB97M-V/def2-TZVPD).

2S+1	2
relative energy (zero: lowest compared OMol25 entry of this formula, charge and spin)	23.3	kJ/mol
LUMO (spin up / spin down)	-13.08 / -13.13	eV
expectation value of S²	0.78
DFT total energy	-7201.53168	hartree
total charge	+4
frontier orbital gap (spin up / spin down)	4.4 / 4.2	eV

Last column: Löwdin charge in e.
CARTESIAN COORDINATES (ANGSTROEM)
C 0.44 4.64 0.75  0.004
C -1.19 2.04 4.51  -0.073
C 0.25 3.53 -0.13  -0.168
C -0.22 -5.06 3.63  -1.462
H 3.71 -0.09 2.79  0.098
H 1.49 1.10 3.05  0.047
H -1.40 2.16 5.57  0.106
Ge 0.12 0.70 -0.74  0.835
C 2.41 1.60 2.67  -0.124
H -4.51 0.14 3.52  0.098
C 0.60 3.70 -1.49  -0.105
H 2.25 2.04 -6.59  0.143
C 2.88 -0.14 -0.88  -0.370
P 2.51 -0.70 0.88  1.067
H 4.88 -1.77 -0.59  0.091
H -0.40 -5.29 -1.01  0.079
H -4.41 -2.03 -0.39  0.070
H 5.43 -1.71 2.29  0.110
H 1.05 -3.39 -3.64  0.103
H -1.77 2.79 3.95  0.085
C 1.15 2.37 -4.74  0.028
H -5.11 -0.96 2.12  0.121
C 4.52 -2.33 2.37  -0.095
H 5.17 0.87 0.70  0.092
H -2.91 -0.72 -1.86  0.039
C -4.19 -2.86 -1.08  -0.087
H 0.77 -4.05 -0.44  0.038
H -3.39 4.84 -4.35  0.155
C 2.02 1.15 -2.79  -0.190
C 0.30 -4.52 -1.28  -0.085
C -4.23 -0.56 2.70  -0.106
Cl -1.89 -5.07 4.34  0.681
H 3.94 -1.92 3.22  0.071
C -1.21 2.73 -2.84  -0.203
H -3.06 -3.40 1.41  0.051
C 3.37 0.66 2.01  -0.497
H 5.09 -3.44 0.02  0.088
C -0.96 2.11 1.55  -0.314
H 2.90 -3.08 1.30  0.085
C -3.23 1.57 -3.15  0.001
H -0.42 -0.09 5.76  0.130
C 4.48 1.45 1.36  -0.086
C 3.06 0.94 -5.02  -0.023
N -1.23 0.45 -2.00  -0.171
H 2.18 4.57 -2.67  0.139
C 2.95 0.56 -3.69  0.008
C -3.96 1.52 1.34  -0.060
H 1.20 6.63 0.91  0.117
C 0.69 -2.65 -2.94  -0.089
C -3.80 2.71 -3.70  -0.050
H -1.87 -4.62 0.97  0.029
C 1.73 5.76 -0.92  -0.011
H -3.85 0.70 -3.00  0.105
H -3.39 -0.48 0.76  0.036
H -1.85 2.71 1.68  0.080
H 2.89 -1.01 -1.57  0.058
H 3.87 0.32 -0.95  0.097
C 2.18 1.86 -5.51  -0.038
P -1.33 -2.31 -0.93  1.031
H -3.76 -1.39 3.29  0.085
H -3.65 -4.92 0.72  0.125
C -0.75 -0.42 4.73  -0.123
H -1.20 -1.39 4.77  0.057
C -3.09 3.84 -3.91  -0.029
N -0.22 -2.88 2.21  0.117
H 0.36 2.99 -5.24  0.154
H -2.65 0.55 4.34  0.110
C -0.21 -3.93 2.73  -0.283
H -1.79 -1.22 -3.18  0.120
C 4.40 -2.66 -0.13  -0.073
C -1.76 3.82 -3.48  0.009
H -4.81 2.54 -4.07  0.134
H -3.73 2.19 2.15  0.072
C -3.33 0.11 1.65  -0.483
H 0.34 -1.70 -3.47  0.107
H 3.63 -3.05 -0.80  0.062
C -1.92 1.54 -2.58  -0.190
C -2.82 -4.16 0.68  -0.115
H -4.21 -2.57 -2.16  0.103
H -2.67 -4.39 -1.41  0.113
H -1.07 -3.73 -2.85  0.148
C -1.60 0.62 3.98  -0.443
C -2.87 -3.55 -0.75  -0.431
H 5.10 1.92 2.20  0.137
N 1.89 0.81 -1.45  -0.155
H 4.80 -3.36 2.59  0.103
H 2.36 6.58 -1.18  0.122
H 1.02 -5.08 -1.90  0.119
N -0.30 2.26 0.26  -0.151
H -5.01 -3.60 -0.98  0.115
N 0.15 2.75 -2.52  0.017
C 1.14 5.75 0.35  -0.005
P -1.44 0.27 2.07  1.028
C 3.61 -2.23 1.16  -0.516
Ti -0.09 -1.27 0.94  0.487
H 0.14 4.47 1.75  0.100
H -1.13 4.71 -3.67  0.148
C -1.89 -0.88 -2.14  -0.293
H 2.77 2.11 3.56  0.114
H 1.50 -2.37 -2.24  0.058
Cl 1.02 -5.01 4.99  0.666
C -0.32 -3.37 -2.07  -0.567
C 1.54 4.70 -1.79  0.026
H 0.19 -0.59 4.21  0.035
H -5.05 1.40 1.30  0.108
H -0.25 2.32 2.33  0.031
H 4.07 2.37 0.86  0.103
H 3.61 -0.22 -3.33  0.111
H 3.81 0.57 -5.66  0.122
H 2.12 2.39 1.93  0.088
Cl -0.03 -6.54 2.59  0.677
H -0.13 2.23 4.36  0.071
H -3.63 1.92 0.36  0.088
C 1.11 2.13 -3.38  -0.137